# 1
{"formula": "C7H23CaNO3P", "method": "ωB97M-V/def2-TZVPD", "gap_ev": [3.56, 3.56], "e_lumo_ev": [2.735, 2.697], "total_charge": -1, "energy_ha": -1579.6975, "e_homo_ev": [-0.825, -0.862], "elements": ["Ca", "P", "O", "O", "O", "N", "C", "C", "C", "C", "C", "C", "C", "H", "H", "H", "H", "H", "H", "H", "H", "H", "H", "H", "H", "H", "H", "H", "H", "H", "H", "H", "H", "H", "H", "H"], "positions_angstrom": [[-1.2700, -0.6171, 2.0548], [0.1124, -2.2306, 0.5111], [0.8778, -1.0215, 1.4746], [-0.9886, -1.1558, -0.3153], [1.1953, -2.5315, -0.6063], [-3.7334, -0.6613, 1.5624], [1.6936, 0.2588, 1.2095], [2.5478, -2.0848, -0.8616], [-2.3143, 3.3746, 1.4524], [-1.1647, -1.0471, -1.9423], [2.5758, -1.1295, -2.0507], [-1.1038, 0.3801, -2.3937], [2.9169, 0.2553, 2.0700], [-4.0049, -1.0508, 0.6603], [-0.1551, 0.8507, -2.1147], [2.1702, -0.1075, -1.8726], [-1.3928, 3.6038, 0.4149], [-2.2558, 2.5424, 2.2728], [-1.2029, 3.1091, -0.2690], [3.6279, -1.0306, -2.3732], [1.0363, 1.1261, 1.3680], [-2.0081, 4.4102, 1.7770], [2.6488, 0.0053, 3.0913], [-3.6337, -1.4588, 2.1928], [-2.1221, -1.5193, -2.1957], [3.6541, -0.4871, 1.7331], [-0.3595, -1.6601, -2.3290], [-4.4724, -0.0322, 1.9239], [-1.9315, 0.9763, -1.9976], [-1.1770, 0.4569, -3.4965], [-3.2010, 3.3130, 0.8030], [3.1013, -1.6831, 0.0141], [3.0336, -3.0298, -1.1795], [1.9968, -1.5908, -2.8664], [1.8937, 0.2413, 0.1449], [3.4091, 1.2252, 2.1332]], "forces_ev_per_a": [[-1.162, 1.376, 0.874], [-2.136, -0.417, -0.135], [1.426, 1.213, -0.074], [0.365, -0.243, -2.082], [2.071, 0.515, -0.837], [-0.201, 0.271, 0.037], [-1.206, -1.084, -0.657], [0.093, -0.382, -0.678], [-0.230, 0.464, 2.205], [0.224, -0.521, 2.016], [0.174, 0.205, -0.170], [0.056, 0.375, -0.127], [0.382, -0.350, 0.356], [-0.046, 0.234, 0.074], [-0.290, 0.039, 0.114], [0.207, -0.783, 0.067], [-0.494, -1.507, 0.701], [-0.013, 1.512, -1.272], [1.584, 0.035, -2.468], [-0.395, 0.092, -0.027], [0.074, -0.275, 0.251], [-0.961, -0.787, 0.384], [-0.123, -0.132, 0.150], [-0.488, -0.108, 0.255], [0.201, 0.055, 0.480], [-0.195, 0.187, 0.068], [0.121, -0.055, 0.024], [0.680, -0.528, -0.284], [0.314, -0.021, 0.146], [0.023, -0.328, 0.368], [0.196, 0.109, 0.467], [-0.758, -0.309, -0.297], [0.102, 0.604, 0.267], [0.264, 0.248, 0.182], [0.217, 0.146, -0.047], [-0.072, 0.153, -0.331]]}

# 2
{"formula": "C4H10N2O2", "method": "ωB97M-V/def2-TZVPD", "s2": 0.760, "spin_multiplicity": 2, "gap_ev": [8.45, 4.42], "e_lumo_ev": [-5.376, -9.404], "total_charge": 1, "energy_ha": -418.0212, "e_homo_ev": [-13.822, -13.819], "elements": ["O", "O", "N", "N", "C", "C", "C", "C", "H", "H", "H", "H", "H", "H", "H", "H", "H", "H"], "positions_angstrom": [[-0.2605, 3.1237, 0.8414], [0.4686, 2.0891, 2.8590], [1.6095, 1.5546, 0.6546], [-0.2308, -0.8156, 0.6719], [-1.5542, -2.0057, -0.9278], [0.2874, 2.3963, 1.6815], [-0.4461, -1.0381, -0.7035], [0.2309, -0.4166, -1.7594], [-0.0280, -0.7933, -2.7974], [-1.4137, -2.8790, -0.2712], [2.4501, 1.4823, 1.2919], [-2.5640, -1.5916, -0.6537], [-0.0593, -1.6573, 1.2355], [1.8889, 2.2269, -0.0652], [0.9680, 0.3537, -1.5792], [-1.6186, -2.3689, -1.9572], [1.2140, 0.5987, 0.3642], [-0.9420, -0.2590, 1.1145]], "forces_ev_per_a": [[1.199, -2.652, 2.532], [-0.686, 0.303, -3.841], [1.374, -1.264, 0.753], [1.190, -0.248, -0.967], [0.126, -0.888, -0.807], [-0.994, 2.709, 1.201], [-1.935, -0.836, 1.153], [-0.801, -0.371, -0.749], [0.550, 0.755, 1.365], [-0.143, 0.121, -0.048], [-1.343, -0.452, -0.874], [1.030, 0.093, 0.006], [-0.587, 0.098, -0.508], [-0.538, -0.580, -0.154], [0.104, -0.100, -0.280], [0.037, 0.082, 0.128], [1.343, 2.159, 0.683], [0.076, 1.073, 0.409]]}

Please write out number 2 again, unchanged.
{"formula": "C4H10N2O2", "method": "ωB97M-V/def2-TZVPD", "s2": 0.760, "spin_multiplicity": 2, "gap_ev": [8.45, 4.42], "e_lumo_ev": [-5.376, -9.404], "total_charge": 1, "energy_ha": -418.0212, "e_homo_ev": [-13.822, -13.819], "elements": ["O", "O", "N", "N", "C", "C", "C", "C", "H", "H", "H", "H", "H", "H", "H", "H", "H", "H"], "positions_angstrom": [[-0.2605, 3.1237, 0.8414], [0.4686, 2.0891, 2.8590], [1.6095, 1.5546, 0.6546], [-0.2308, -0.8156, 0.6719], [-1.5542, -2.0057, -0.9278], [0.2874, 2.3963, 1.6815], [-0.4461, -1.0381, -0.7035], [0.2309, -0.4166, -1.7594], [-0.0280, -0.7933, -2.7974], [-1.4137, -2.8790, -0.2712], [2.4501, 1.4823, 1.2919], [-2.5640, -1.5916, -0.6537], [-0.0593, -1.6573, 1.2355], [1.8889, 2.2269, -0.0652], [0.9680, 0.3537, -1.5792], [-1.6186, -2.3689, -1.9572], [1.2140, 0.5987, 0.3642], [-0.9420, -0.2590, 1.1145]], "forces_ev_per_a": [[1.199, -2.652, 2.532], [-0.686, 0.303, -3.841], [1.374, -1.264, 0.753], [1.190, -0.248, -0.967], [0.126, -0.888, -0.807], [-0.994, 2.709, 1.201], [-1.935, -0.836, 1.153], [-0.801, -0.371, -0.749], [0.550, 0.755, 1.365], [-0.143, 0.121, -0.048], [-1.343, -0.452, -0.874], [1.030, 0.093, 0.006], [-0.587, 0.098, -0.508], [-0.538, -0.580, -0.154], [0.104, -0.100, -0.280], [0.037, 0.082, 0.128], [1.343, 2.159, 0.683], [0.076, 1.073, 0.409]]}

Question: What is the formula in the second record?
Answer: C4H10N2O2